A cluster of 3 separate species, C24H34F16IN4O4S in total in a non-equilibrium geometry. Source: the Open Molecules 2025 dataset; level of theory: the ωB97M-V functional and the def2-TZVPD basis.

Each line ends with the Mulliken charge.
Geometry (Å):
1 C 0.1811 -2.4270 0.5647  -0.8586
2 C -1.1434 -2.3396 -0.1639  -0.5678
3 I -2.5149 -1.2419 1.1099  -0.0077
4 C -1.1220 -1.6223 -1.5502  -0.8477
5 C 0.2103 -1.5466 -2.2487  -0.3052
6 C 0.1528 -1.8166 -3.7896  -0.8684
7 O 1.2846 -1.1452 -4.3167  -0.5121
8 C 2.0358 -0.5605 -3.2485  0.6655
9 C 2.9221 0.5145 -3.8611  -1.5808
10 C 3.3681 1.6774 -2.9555  -0.6121
11 C 3.7749 1.3276 -1.5131  -0.4479
12 C 4.5688 0.0291 -1.3341  -1.0521
13 S 3.6212 -0.8967 -0.0888  0.0536
14 C 4.4963 -2.3869 0.1674  0.2909
15 N 5.7050 -2.6039 0.4651  -0.2606
16 N 5.8187 -3.9843 0.5846  -0.4351
17 C 4.6923 -4.4766 0.3705  -0.0040
18 O 3.7604 -3.5085 0.0757  -0.1291
19 N 0.9631 -0.2058 -2.2902  1.0704
20 C 0.1654 1.0015 -2.5847  -0.7738
21 C 0.0654 1.9558 -1.4039  -0.7435
22 N -0.2087 1.2518 -0.1492  -0.3243
23 H 0.0121 -2.9279 1.5101  0.2733
24 H 0.6465 -1.4633 0.7284  0.0496
25 H 0.8394 -3.0921 0.0055  0.3243
26 H -1.5868 -3.3197 -0.2481  0.7702
27 H -1.7623 -2.2142 -2.2011  0.3270
28 H -1.6029 -0.6576 -1.4555  0.4340
29 H 0.9724 -2.2427 -1.9249  0.5680
30 H 0.2971 -2.8891 -3.8717  0.4048
31 H -0.7877 -1.4806 -4.2119  0.4419
32 H 2.6788 -1.3704 -2.9150  0.5142
33 H 3.8075 -0.0101 -4.2011  0.4153
34 H 2.4485 0.9369 -4.7420  0.4110
35 H 4.1643 2.2270 -3.4446  0.5025
36 H 2.5492 2.3868 -2.8709  0.2428
37 H 2.8778 1.3079 -0.8901  0.0630
38 H 4.3743 2.1464 -1.1345  0.6733
39 H 5.5635 0.2364 -0.9637  0.5636
40 H 4.6941 -0.5491 -2.2431  0.4751
41 H 4.4109 -5.5080 0.4006  0.4390
42 H 1.4266 -0.1879 -1.3722  -0.6455
43 H 0.5719 1.5633 -3.4172  0.4441
44 H -0.8432 0.7255 -2.8644  0.4229
45 H -0.7118 2.6864 -1.5893  0.4923
46 H 0.9942 2.5280 -1.3076  0.1924
47 H -0.4978 1.9232 0.5546  0.3444
48 H 0.6449 0.8551 0.2366  0.0440
49 C -5.5650 5.7733 -1.6638  -0.8016
50 C -5.2196 4.3581 -2.1683  0.9870
51 C -4.3430 3.4708 -1.2818  0.0975
52 F -3.1105 3.9885 -1.0921  -0.2085
53 F -4.1710 2.2696 -1.8862  -0.2836
54 F -4.6929 4.4338 -3.4102  -0.2686
55 F -6.4031 3.6949 -2.2790  -0.3221
56 O -4.8262 6.8770 -2.1758  -0.3819
57 C -3.6476 7.3133 -1.6081  0.7857
58 C -2.4699 7.2045 -2.5822  0.1850
59 F -2.2765 5.9281 -2.9760  -0.2035
60 F -1.3401 7.6224 -1.9662  -0.2544
61 F -3.3906 6.6997 -0.4352  -0.2750
62 F -3.8027 8.6247 -1.3343  -0.2913
63 H -6.5728 5.9529 -2.0353  0.4151
64 H -5.6437 5.8091 -0.5773  0.3503
65 H -4.8090 3.3019 -0.3079  0.2488
66 H -2.6510 7.8210 -3.4643  0.2391
67 C 0.9320 -4.5702 5.4491  -0.8702
68 C 0.5844 -3.4130 4.4919  1.1013
69 C 0.6133 -1.9850 5.0427  0.0657
70 F -0.2860 -1.7934 6.0181  -0.2288
71 F 0.3075 -1.1185 4.0405  -0.2030
72 F -0.5998 -3.6594 3.8908  -0.2801
73 F 1.5363 -3.4381 3.5059  -0.3256
74 O -0.1285 -5.3249 6.0162  -0.3935
75 C -0.7493 -4.9651 7.1994  0.7897
76 C -2.2389 -4.6716 6.9955  0.1852
77 F -2.4169 -3.6629 6.1188  -0.2144
78 F -2.7839 -4.3051 8.1746  -0.2561
79 F -0.1103 -3.9514 7.8129  -0.2853
80 F -0.6688 -6.0305 8.0218  -0.2949
81 H 1.4450 -5.2959 4.8188  0.4220
82 H 1.6621 -4.2684 6.2002  0.3287
83 H 1.6087 -1.7354 5.4206  0.2538
84 H -2.7505 -5.5599 6.6193  0.2509

As for the multiplicity: 1. The gap between HOMO and LUMO comes out at 9.4444 eV. Its HOMO energy is -0.4246 Eh. The total energy comes out at -3748.3466 Eh. Its net charge is +1.